{
  "formula": "C15H48N4O9",
  "method": "the ωB97M-V functional and the def2-TZVPD basis",
  "elements": ["C", "C", "O", "H", "H", "H", "H", "H", "H", "C", "C", "O", "H", "H", "H", "H", "H", "H", "C", "C", "O", "H", "H", "H", "H", "H", "H", "C", "C", "O", "H", "H", "H", "H", "H", "H", "C", "C", "O", "H", "H", "H", "H", "H", "H", "C", "C", "O", "H", "H", "H", "H", "H", "H", "C", "O", "N", "N", "H", "H", "H", "H", "C", "O", "N", "N", "H", "H", "H", "H", "C", "O", "H", "H", "H", "H"],
  "xyz": [[-5.026, -2.381, 0.230], [-4.212, -2.104, -1.050], [-2.984, -2.780, -0.898], [-6.058, -2.061, 0.252], [-4.546, -2.144, 1.128], [-5.136, -3.442, 0.179], [-4.055, -1.085, -1.211], [-4.662, -2.534, -1.928], [-2.721, -3.207, -1.747], [3.149, 0.572, -2.331], [1.811, 1.285, -2.195], [2.064, 2.615, -1.935], [2.988, -0.278, -2.936], [3.503, 0.186, -1.394], [3.876, 1.210, -2.934], [1.182, 1.005, -1.344], [1.239, 1.309, -3.074], [1.271, 2.913, -1.669], [3.306, 1.146, 1.154], [2.788, 2.518, 1.379], [3.852, 3.310, 1.709], [3.814, 0.730, 2.045], [4.067, 1.197, 0.337], [2.415, 0.466, 0.859], [2.007, 2.445, 2.175], [2.331, 2.875, 0.423], [4.157, 3.771, 1.010], [-0.015, 4.941, -2.681], [-0.803, 3.781, -2.259], [-0.463, 3.598, -0.889], [-0.316, 5.847, -2.243], [-0.065, 4.996, -3.743], [1.042, 4.824, -2.503], [-0.523, 2.893, -2.755], [-1.869, 4.012, -2.525], [-1.104, 2.972, -0.512], [1.784, -2.618, -1.536], [1.422, -1.783, -0.412], [0.504, -2.463, 0.430], [1.076, -2.496, -2.326], [1.948, -3.649, -1.315], [2.784, -2.267, -1.857], [1.229, -0.768, -0.701], [2.267, -1.556, 0.240], [0.009, -1.725, 0.858], [2.303, -1.294, 3.365], [1.551, -0.099, 4.062], [0.250, -0.431, 4.519], [1.741, -1.622, 2.463], [2.705, -2.034, 3.976], [3.191, -0.886, 2.946], [1.414, 0.698, 3.344], [2.093, 0.428, 4.846], [0.256, -1.035, 5.277], [-0.955, 0.128, 1.193], [-0.359, 1.381, 1.143], [-0.670, -0.690, 2.082], [-1.610, -0.354, 0.195], [-0.004, -0.340, 2.848], [-1.327, -1.437, 2.406], [-1.834, 0.273, -0.487], [-2.044, -1.203, 0.205], [-1.605, 0.332, -3.019], [-2.422, 1.130, -2.187], [-1.437, 0.616, -4.328], [-0.951, -0.731, -2.558], [-1.643, 1.516, -4.724], [-0.869, -0.026, -4.954], [-1.052, -0.968, -1.561], [-0.598, -1.552, -3.159], [-2.610, -2.959, 4.133], [-2.385, -2.423, 2.864], [-2.325, -4.017, 4.090], [-3.596, -2.877, 4.471], [-1.979, -2.483, 4.800], [-2.558, -3.117, 2.241]],
  "relative_energy_ev": 2.127,
  "energy_ev": -40716.53193,
  "total_charge": 0,
  "lumo_energy_ev": 0.06,
  "homo_energy_ha": -0.3173,
  "mol_weight_g_mol": 428.568,
  "fmax_ev_per_a": 10.3,
  "smiles": "NC(N)=O.NC(N)=O.CCO.CCO.CCO.CCO.CCO.CCO.CO"
}